This record from the OMol25 dataset describes C39H99BrCl2F2N3O16S as an isolated structure. The level of theory is ωB97M-V with the def2-TZVPD basis set.

Results
Kohn-Sham gap = 6.85 eV
LUMO = -0.1297 Eh
Multiplicity = 1
HOMO energy = -10.4 eV
Energy above the lowest of the compared OMol25 structures with the same formula, charge and spin = 31.6 kcal per mole
Charge = +1

```
163
Properties=species:S:1:pos:R:3:lowdin_charge:R:1
C -6.97 0.18 -3.74 -0.1025
C -5.53 0.06 -4.11 -0.2723
C -4.64 0.21 -2.93 -0.2064
C -3.20 -0.17 -3.19 -0.1779
C -2.57 -0.82 -2.01 -0.1707
C -1.27 -1.55 -2.21 -0.3417
C -1.40 -2.79 -3.08 -0.1022
C -2.56 -3.75 -2.82 -0.1649
C -2.19 -5.19 -2.52 -0.1506
C -3.27 -5.93 -1.76 -0.2190
O -2.74 -6.63 -0.66 -0.1806
C -3.54 -6.57 0.48 -0.1085
C -0.67 -1.76 -0.82 -0.5422
Br -1.83 -2.57 0.48 1.0155
N 0.65 -2.44 -0.79 -0.0138
C 1.32 -2.30 0.56 -0.4578
S 1.54 -3.72 1.65 0.9263
C 0.29 -4.97 1.29 -0.5701
C 0.92 -6.33 1.42 -0.1374
C 1.42 -1.85 -1.74 -0.2547
N 2.56 -2.34 -2.21 0.1516
C 3.41 -3.47 -1.89 -0.7075
Cl 4.44 -3.08 -0.52 0.7163
C 2.69 -4.80 -1.83 -0.7485
C 2.08 -5.09 -3.17 -0.1092
Cl 3.93 -6.02 -1.52 0.7006
N 1.06 -0.69 -2.35 0.0642
C 1.77 0.55 -2.17 -0.0798
C 1.43 1.31 -0.96 -0.1432
O 2.28 0.99 0.12 -0.0034
C 1.76 1.39 1.28 -0.3494
O 2.35 2.12 2.03 0.1332
C -0.29 -0.56 -2.86 -0.3911
F -0.63 0.71 -2.49 0.0620
C -0.25 -0.64 -4.37 -0.0837
C 0.49 0.50 -5.04 -0.1454
C 0.00 0.69 -6.44 -0.2174
F 0.41 1.91 -6.91 -0.0164
H -7.09 0.92 -3.00 0.0410
H -7.50 0.49 -4.62 0.0727
H -7.41 -0.73 -3.41 0.0771
H -5.36 -0.88 -4.60 0.1050
H -5.28 0.86 -4.78 0.1133
H -5.02 -0.31 -2.07 0.1185
H -4.65 1.25 -2.69 0.1240
H -3.15 -0.79 -4.07 0.1081
H -2.66 0.73 -3.39 0.1168
H -3.27 -1.51 -1.60 0.0806
H -2.44 -0.06 -1.27 0.1313
H -1.49 -2.49 -4.10 0.0967
H -0.48 -3.35 -3.04 0.1009
H -3.24 -3.41 -2.06 0.0778
H -3.14 -3.76 -3.73 0.1200
H -1.25 -5.23 -2.01 0.0989
H -2.05 -5.70 -3.46 0.1093
H -3.74 -6.63 -2.42 0.1237
H -4.02 -5.24 -1.42 0.1109
H -4.57 -6.78 0.26 0.0878
H -3.49 -5.60 0.95 0.0714
H -3.18 -7.31 1.17 0.0850
H -0.52 -0.78 -0.43 0.0884
H 2.31 -1.95 0.40 0.0208
H 0.80 -1.52 1.08 0.0520
H -0.19 -4.81 0.35 0.0169
H -0.46 -4.87 2.03 0.0414
H 1.31 -6.69 0.49 0.0600
H 0.18 -7.02 1.75 0.0747
H 1.70 -6.32 2.16 0.0517
H 2.92 -1.77 -2.95 0.1677
H 4.09 -3.52 -2.70 0.1027
H 1.97 -4.84 -1.04 0.0618
H 1.40 -5.90 -3.10 0.0838
H 2.86 -5.31 -3.88 0.0751
H 1.56 -4.23 -3.55 0.0611
H 2.83 0.37 -2.17 0.1500
H 1.61 1.20 -3.00 0.1118
H 1.60 2.34 -1.18 0.1336
H 0.39 1.23 -0.68 0.1267
H 0.78 1.00 1.49 0.1417
H 0.25 -1.56 -4.61 0.1295
H -1.24 -0.73 -4.77 0.1027
H 0.42 1.42 -4.51 0.1129
H 1.53 0.22 -5.10 0.1169
H 0.40 -0.06 -7.09 0.1237
H -1.07 0.66 -6.48 0.1228
C -7.29 1.92 0.38 -0.1305
O -7.57 0.95 -0.66 -0.1458
H -6.22 1.94 0.54 0.0542
H -7.63 2.92 0.10 0.0798
H -7.77 1.63 1.33 0.0751
H -8.52 0.87 -0.76 0.0696
C -3.72 3.55 2.34 -0.1341
O -5.17 3.47 2.31 -0.1312
H -3.35 3.92 1.38 0.0780
H -3.41 4.23 3.13 0.0719
H -3.31 2.56 2.52 0.0533
H -5.42 3.13 3.17 0.0669
C -0.32 3.88 4.24 -0.0947
O -0.65 3.42 2.90 -0.1414
H -0.81 4.83 4.40 0.0735
H -0.67 3.16 4.99 0.0813
H 0.75 4.03 4.37 0.0734
H -0.21 2.58 2.76 0.0477
C 5.70 3.66 1.19 -0.1444
O 4.79 3.03 0.30 -0.1348
H 6.34 4.31 0.60 0.0814
H 5.18 4.27 1.94 0.0696
H 6.32 2.92 1.70 0.0678
H 4.23 2.45 0.82 0.0232
C -4.26 -0.51 2.92 -0.1541
O -3.31 -0.07 1.96 -0.1795
H -5.22 -0.08 2.62 0.0772
H -4.35 -1.59 2.96 0.0727
H -4.01 -0.14 3.92 0.0698
H -2.45 -0.43 2.21 0.0065
C 2.94 6.12 3.42 -0.1714
O 3.84 7.11 3.90 -0.1112
H 2.89 6.22 2.34 0.0803
H 3.28 5.12 3.67 0.0828
H 1.93 6.27 3.84 -0.0564
H 3.89 7.05 4.86 0.0759
C 1.02 4.96 -0.15 -0.1357
O -0.22 4.28 0.09 -0.1307
H 1.28 4.84 -1.19 0.0785
H 0.92 6.02 0.06 0.0617
H 1.81 4.54 0.48 0.0696
H -0.44 4.41 1.02 0.0292
C -1.69 -1.38 5.74 -0.1331
O -2.05 -1.89 4.45 -0.1427
H -2.13 -0.39 5.82 0.0747
H -2.07 -2.01 6.54 0.0813
H -0.60 -1.29 5.85 0.0785
H -1.67 -2.77 4.36 0.0713
C 1.18 -5.50 -7.05 -0.1531
O 0.21 -5.86 -6.06 -0.1348
H 0.88 -4.53 -7.44 0.0751
H 2.19 -5.42 -6.63 0.0684
H 1.20 -6.21 -7.88 0.0814
H 0.45 -6.73 -5.72 0.0700
C 0.39 7.55 2.72 -0.0761
O 0.81 6.90 3.92 -0.1379
H -0.50 7.03 2.38 0.0888
H 0.15 8.60 2.88 0.0928
H 1.15 7.48 1.93 0.0732
H 1.60 7.35 4.24 0.0630
C 9.62 2.84 2.29 -0.1629
O 9.84 2.21 3.54 -0.1193
H 10.52 3.38 2.03 0.0784
H 9.41 2.10 1.51 0.0752
H 8.79 3.55 2.34 0.0648
H 9.06 1.73 3.79 0.0643
C 4.24 10.04 5.65 -0.1431
O 3.16 9.15 5.93 -0.1323
H 4.71 10.26 6.61 0.0797
H 4.98 9.58 4.99 0.0762
H 3.90 10.97 5.21 0.0788
H 2.74 8.95 5.09 0.0402
C 4.03 -4.74 4.24 -0.1600
O 2.75 -5.29 4.55 -0.1448
H 4.14 -4.74 3.16 0.0564
H 4.12 -3.71 4.60 0.0779
H 4.83 -5.34 4.68 0.0804
H 2.66 -5.28 5.50 0.0717
```